Entry A
110
Properties=species:S:1:pos:R:3 method="wB97M-V/def2-TZVPD" e_lumo_ev="-5.81 / -6.74" s2=0.770 charge=+2 spin_multiplicity=2 orbital_gap_ev="6.538 / 5.602"
Tc -0.835 0.192 0.268
S -1.096 -1.892 1.269
C -2.809 -2.302 1.488
C -3.145 -3.615 1.800
C -4.478 -3.951 1.987
C -5.480 -2.995 1.863
C -5.146 -1.686 1.556
C -3.810 -1.344 1.381
As -3.231 0.422 0.944
C -3.488 1.545 2.478
C -4.040 1.040 3.649
C -4.156 1.867 4.760
C -3.725 3.184 4.697
C -3.178 3.686 3.522
C -3.054 2.867 2.411
C -4.448 1.025 -0.412
C -4.414 0.397 -1.653
C -5.319 0.767 -2.633
C -6.256 1.760 -2.371
C -6.288 2.382 -1.132
C -5.383 2.016 -0.144
H -2.373 -4.367 1.893
H -4.737 -4.973 2.226
H -6.516 -3.272 1.999
H -5.920 -0.936 1.442
H -4.375 0.011 3.702
H -4.589 1.480 5.673
H -3.822 3.825 5.563
H -2.854 4.718 3.474
H -2.633 3.258 1.490
H -3.697 -0.393 -1.858
H -5.302 0.277 -3.598
H -6.966 2.045 -3.136
H -7.022 3.150 -0.929
H -5.413 2.502 0.824
C 0.889 4.991 0.389
N 0.176 3.770 0.022
C -0.217 3.336 -1.157
S -1.318 1.980 -1.280
N 0.085 3.898 -2.318
C 1.121 4.885 -2.629
H 0.590 5.250 1.402
H 0.609 5.812 -0.263
H 1.969 4.847 0.366
H -0.067 3.149 0.777
H -0.395 3.497 -3.108
H 0.745 5.904 -2.564
H 1.450 4.702 -3.648
H 1.976 4.755 -1.973
O 2.151 1.529 -0.608
C 2.031 0.405 -0.192
O 1.047 -0.424 -0.693
C 2.884 -0.183 0.868
C 4.043 0.507 1.216
C 4.869 0.010 2.208
C 4.496 -1.160 2.844
C 3.354 -1.867 2.514
C 2.549 -1.376 1.501
N 5.362 -1.683 3.927
O 4.936 -2.617 4.570
O 6.416 -1.116 4.110
H 4.297 1.417 0.691
H 5.787 0.504 2.491
H 3.118 -2.780 3.041
H 1.666 -1.925 1.203
C 0.981 0.237 -3.694
Ge 1.679 -1.106 -2.481
C 3.573 -1.104 -2.134
C 4.140 -2.246 -1.567
C 5.491 -2.278 -1.258
C 6.286 -1.172 -1.526
C 5.735 -0.036 -2.107
C 4.382 -0.002 -2.408
C 0.924 -2.872 -2.641
C 0.309 -3.525 -1.606
C -0.262 -4.802 -1.785
C -0.206 -5.406 -3.006
C 0.450 -4.784 -4.097
C 0.550 -5.424 -5.356
C 1.221 -4.835 -6.388
C 1.834 -3.580 -6.205
C 1.746 -2.936 -5.003
C 1.037 -3.507 -3.917
H 0.511 -0.262 -4.541
H 1.778 0.883 -4.061
H 0.241 0.850 -3.185
H 3.523 -3.117 -1.369
H 5.926 -3.167 -0.820
H 7.343 -1.198 -1.293
H 6.362 0.817 -2.330
H 3.957 0.893 -2.848
H 0.248 -3.063 -0.632
H -0.743 -5.295 -0.950
H -0.646 -6.385 -3.157
H 0.093 -6.398 -5.481
H 1.298 -5.334 -7.345
H 2.388 -3.131 -7.019
H 2.260 -1.986 -4.887
C -0.253 0.992 1.644
C 0.247 1.472 2.886
C -0.427 1.141 4.068
C 0.081 1.579 5.276
C 1.253 2.327 5.310
C 1.930 2.645 4.136
C 1.433 2.221 2.919
H -1.332 0.551 4.025
H -0.430 1.333 6.196
H 1.648 2.660 6.261
H 2.849 3.213 4.178
H 1.969 2.434 2.000

---

Entry B
110
Properties=species:S:1:pos:R:3 method="wB97M-V/def2-TZVPD" e_lumo_ev="-5.62 / -6.81" s2=0.775 charge=+2 spin_multiplicity=2 orbital_gap_ev="7.230 / 6.009"
Tc 0.383 0.483 -0.154
S 0.722 2.527 0.900
C -0.856 3.341 0.908
C -1.035 4.393 1.802
C -2.210 5.126 1.780
C -3.219 4.815 0.873
C -3.047 3.761 -0.007
C -1.865 3.026 0.008
As -1.513 1.638 -1.283
C -3.175 0.672 -1.409
C -4.020 0.570 -0.303
C -5.242 -0.081 -0.427
C -5.623 -0.629 -1.649
C -4.769 -0.555 -2.742
C -3.540 0.090 -2.625
C -1.321 2.605 -2.926
C -2.426 2.974 -3.683
C -2.240 3.730 -4.834
C -0.962 4.123 -5.218
C 0.141 3.766 -4.450
C -0.037 3.001 -3.302
H -0.249 4.637 2.513
H -2.342 5.950 2.478
H -4.131 5.396 0.851
H -3.831 3.512 -0.705
H -3.734 1.001 0.644
H -5.910 -0.137 0.426
H -6.595 -1.108 -1.748
H -5.057 -0.993 -3.692
H -2.886 0.156 -3.485
H -3.423 2.683 -3.388
H -3.098 4.014 -5.434
H -0.825 4.715 -6.118
H 1.138 4.080 -4.745
H 0.813 2.720 -2.701
C 3.766 1.862 3.452
N 2.882 1.035 2.606
C 3.033 -0.198 2.155
S 1.683 -1.004 1.380
N 4.140 -0.919 2.292
C 5.414 -0.610 2.975
H 3.140 2.600 3.943
H 4.523 2.386 2.872
H 4.240 1.268 4.222
H 2.007 1.455 2.331
H 4.045 -1.847 1.918
H 5.727 0.410 2.786
H 6.169 -1.272 2.563
H 5.354 -0.783 4.045
O -1.273 -0.113 1.137
C -1.267 -1.318 0.783
O -0.721 -1.543 -0.423
C -1.755 -2.371 1.690
C -2.537 -1.968 2.770
C -2.964 -2.899 3.698
C -2.591 -4.214 3.525
C -1.812 -4.645 2.471
C -1.378 -3.704 1.550
N -3.052 -5.215 4.547
O -2.888 -6.396 4.291
O -3.559 -4.770 5.563
H -2.815 -0.924 2.874
H -3.576 -2.619 4.546
H -1.553 -5.693 2.383
H -0.716 -4.018 0.758
C -2.963 -3.228 -1.225
Ge -1.166 -2.919 -1.737
C -0.981 -2.020 -3.395
C -1.309 -2.808 -4.501
C -1.273 -2.263 -5.780
C -0.908 -0.934 -5.961
C -0.562 -0.151 -4.866
C -0.596 -0.696 -3.587
C 0.016 -4.360 -1.529
C -0.572 -5.599 -1.500
C 0.223 -6.773 -1.476
C 1.580 -6.666 -1.493
C 2.223 -5.395 -1.533
C 3.639 -5.287 -1.562
C 4.246 -4.066 -1.586
C 3.463 -2.886 -1.579
C 2.099 -2.962 -1.561
C 1.438 -4.219 -1.544
H -3.525 -3.479 -2.134
H -3.376 -2.306 -0.809
H -3.049 -4.039 -0.503
H -1.590 -3.854 -4.378
H -1.530 -2.878 -6.634
H -0.889 -0.509 -6.960
H -0.268 0.886 -5.004
H -0.315 -0.085 -2.751
H -1.656 -5.700 -1.491
H -0.253 -7.746 -1.440
H 2.199 -7.560 -1.473
H 4.232 -6.197 -1.565
H 5.330 -3.995 -1.618
H 3.952 -1.915 -1.593
H 1.515 -2.054 -1.548
C 1.775 0.721 -1.204
C 2.934 0.860 -2.007
C 3.116 0.049 -3.138
C 4.274 0.177 -3.874
C 5.237 1.113 -3.496
C 5.051 1.926 -2.379
C 3.902 1.803 -1.630
H 2.351 -0.670 -3.420
H 4.431 -0.449 -4.746
H 6.145 1.210 -4.079
H 5.801 2.656 -2.105
H 3.730 2.429 -0.759

---

Preferred: entry B; penalty for the next structure: 0.0051 hartree.

---

Entry A
52
Properties=species:S:1:pos:R:3 method="wB97M-V/def2-TZVPD" e_lumo_ev=0.22 charge=0 orbital_gap_ev=8.842 smiles="CCCn1c(SCC(=O)Nc2cc(S(=O)(=O)N3CCOCC3)ccc2Cl)n[nH]c1=O"
C 3.787 -0.385 2.536
C 4.643 -0.469 1.279
H 4.351 -1.338 0.684
H 5.692 -0.589 1.553
C 4.522 0.792 0.421
N 3.179 0.998 -0.052
C 2.499 0.306 -1.005
N 1.282 0.729 -1.149
N 1.150 1.751 -0.252
C 2.295 1.958 0.458
O 2.525 2.764 1.324
H 0.276 2.264 -0.198
S 3.185 -1.007 -1.920
C 1.860 -1.223 -3.148
C 0.468 -1.317 -2.538
O -0.488 -0.824 -3.079
N 0.434 -2.054 -1.388
C -0.564 -2.015 -0.426
C -1.862 -1.592 -0.704
C -2.768 -1.446 0.326
C -2.453 -1.779 1.628
C -1.184 -2.260 1.912
C -0.248 -2.353 0.898
Cl 1.357 -2.887 1.277
H -0.914 -2.538 2.919
H -3.201 -1.667 2.396
S -4.353 -0.669 -0.030
O -4.816 -1.101 -1.310
O -5.183 -0.844 1.124
N -4.032 0.953 -0.146
C -3.587 1.648 1.036
H -3.906 1.068 1.901
C -2.067 1.833 1.014
H -1.742 2.472 1.837
O -1.654 2.487 -0.170
C -2.036 1.773 -1.338
H -1.734 2.398 -2.179
C -3.546 1.524 -1.381
H -3.804 0.835 -2.183
H -4.070 2.474 -1.538
H -1.485 0.826 -1.385
H -1.568 0.855 1.092
H -4.070 2.631 1.062
H -2.156 -1.366 -1.715
H 1.325 -2.400 -1.039
H 2.103 -2.143 -3.682
H 1.877 -0.385 -3.844
H 5.192 0.726 -0.443
H 4.770 1.677 1.013
H 3.918 -1.277 3.143
H 4.064 0.484 3.127
H 2.733 -0.297 2.282

---

Entry B
52
Properties=species:S:1:pos:R:3 method="wB97M-V/def2-TZVPD" e_lumo_ev=0.43 charge=0 orbital_gap_ev=9.356 smiles="CCCn1c(SCC(=O)Nc2cc(S(=O)(=O)N3CCOCC3)ccc2Cl)n[nH]c1=O"
C -7.409 -1.138 -0.018
C -6.303 -1.751 -0.867
H -6.739 -2.337 -1.677
H -5.692 -2.421 -0.259
C -5.407 -0.682 -1.497
N -4.758 0.138 -0.507
C -3.733 -0.188 0.325
N -3.410 0.795 1.115
N -4.279 1.804 0.797
C -5.128 1.455 -0.213
O -5.993 2.105 -0.741
H -4.211 2.694 1.259
S -2.954 -1.740 0.316
C -1.860 -1.549 1.764
C -0.499 -0.985 1.380
O 0.489 -1.679 1.350
N -0.547 0.342 1.079
C 0.513 1.147 0.680
C 1.846 0.758 0.808
C 2.854 1.603 0.394
C 2.592 2.846 -0.145
C 1.274 3.253 -0.275
C 0.253 2.411 0.131
Cl -1.381 2.943 -0.063
H 1.035 4.218 -0.693
H 3.412 3.472 -0.455
S 4.547 1.046 0.610
O 5.402 1.932 -0.133
O 4.801 0.873 2.008
N 4.435 -0.468 -0.090
C 4.585 -0.472 -1.531
H 4.131 0.441 -1.916
C 6.065 -0.541 -1.923
H 6.176 -0.686 -2.999
O 6.700 -1.643 -1.311
C 6.616 -1.565 0.096
H 7.139 -2.441 0.480
C 5.157 -1.547 0.557
H 5.094 -1.380 1.631
H 4.661 -2.486 0.294
H 7.112 -0.649 0.453
H 6.553 0.396 -1.620
H 4.048 -1.343 -1.921
H 2.096 -0.203 1.221
H -1.468 0.790 1.102
H -1.723 -2.554 2.161
H -2.380 -0.913 2.478
H -6.007 0.003 -2.103
H -4.640 -1.151 -2.120
H -7.995 -0.435 -0.605
H -8.071 -1.914 0.358
H -6.995 -0.604 0.834

---

Preferred: entry A; penalty for the next structure: 0.0085 hartree.